ORCA calculation (wB97M-V/def2-TZVPD) on the molecule C4H4N2S.

Each line ends with the natural charge from an NBO analysis.
Cartesian coordinates (Å):
C1 0.39107 -2.30106 0.40878  0.26
C2 1.49085 -1.30932 0.74350  -0.45
C3 -0.48275 0.17597 -0.25922  0.20
C4 -0.68858 1.61783 -0.47422  -0.69
N1 -0.75865 -2.06725 0.03428  -0.30
N2 -1.21362 -0.79095 0.08518  -0.26
S1 1.43268 -0.08562 -0.44820  0.26
H1 2.39764 -1.31636 1.28480  0.24
H2 -0.01203 2.16437 -1.03833  0.24
H3 -0.83162 2.24050 0.50742  0.25
H4 -1.72497 1.67189 -0.84399  0.25

Force components x, y, z for each atom (eV/Å):
3.715 2.703 1.905
-2.925 -1.582 -2.300
3.065 -1.147 0.253
-4.269 0.624 3.210
0.083 -1.814 -0.869
-1.335 3.062 -0.058
-1.148 -0.379 0.084
0.401 -0.832 0.942
1.370 0.403 -1.347
0.651 -1.434 -1.318
0.393 0.396 -0.502

Results
Spin multiplicity: 1
Total energy in a.u.: -662.33736
HOMO-LUMO gap (alpha / beta) in eV: 7.7 / 7.6
Relative energy (zero: lowest compared OMol25 entry of this formula, charge and spin) in kJ/mol: 494.3
Structure (SMILES): CC1=NN=C=CS1
LUMO energy (alpha / beta) in eV: -0.89 / -0.77
HOMO energy (alpha / beta) in eV: -8.619 / -8.372
Molar mass in g/mol: 112.2

ORCA calculation (wB97M-V/def2-TZVPD) on the molecule C4H4N2S.

Each line ends with the natural charge from an NBO analysis.
Cartesian coordinates (Å):
C1 0.71400 -0.27831 0.39564  0.19
C2 0.22602 -1.03989 -0.69211  -0.18
C3 -0.91796 -0.39715 -1.16622  -0.32
C4 -1.11454 0.72859 -0.37022  0.03
H1 0.69407 -1.94811 -1.06820  0.24
H2 -1.56374 -0.68964 -1.94529  0.23
H3 -1.88740 1.47473 -0.44019  0.22
H4 -0.04354 1.49550 1.27685  0.44
N1 1.80741 -0.55242 1.12232  -0.48
N2 -0.14709 0.79855 0.55384  -0.50
S1 2.23277 0.40815 2.33357  0.13

Force components x, y, z for each atom (eV/Å):
-0.302 -0.363 -0.600
0.289 0.198 0.336
0.431 0.348 0.846
-0.084 -0.120 -0.244
-0.159 0.348 0.198
-0.444 -0.296 -0.742
-0.029 0.038 0.076
0.089 -0.084 -0.058
0.123 0.395 0.487
0.216 -0.167 0.076
-0.128 -0.297 -0.376

Results
Spin multiplicity: 1
Total energy in a.u.: -662.47221
HOMO-LUMO gap in eV: 6.9
Relative energy (zero: lowest compared OMol25 entry of this formula, charge and spin) in kJ/mol: 140.3
Structure (SMILES): S=Nc1ccc[nH]1
LUMO energy in eV: -1.31
HOMO energy in eV: -8.204
Molar mass in g/mol: 112.2

ORCA calculation (wB97M-V/def2-TZVPD) on the molecule C4H4N2S.

Each line ends with the natural charge from an NBO analysis.
Cartesian coordinates (Å):
C1 -1.09009 0.82668 0.06386  -0.28
C2 0.19043 0.35063 0.15863  -0.01
C3 1.50822 1.14771 0.03332  -0.23
C4 2.45823 0.18091 -0.17981  -0.12
H1 -1.61692 -1.39847 0.53679  0.22
H2 -1.30810 1.83826 0.00432  0.23
H3 1.42925 2.18378 0.30605  0.23
H4 3.54160 0.17594 -0.41980  0.22
N1 1.89858 -1.09182 -0.02121  -0.16
N2 0.62024 -1.01877 0.14488  -0.22
S1 -2.37990 -0.19131 -0.10932  0.12

Force components x, y, z for each atom (eV/Å):
2.752 -1.860 0.102
3.487 0.676 -0.230
-2.065 -1.918 0.429
-0.020 0.936 0.465
-1.560 2.351 -1.716
-0.087 1.889 -0.150
0.809 0.375 -0.650
-1.012 0.487 0.419
-1.874 0.180 -0.318
-0.040 0.528 -0.019
-0.390 -3.643 1.669

Results
Spin multiplicity: 1
Total energy in a.u.: -662.40584
HOMO-LUMO gap in eV: 8.0
Relative energy (zero: lowest compared OMol25 entry of this formula, charge and spin) in kJ/mol: 314.5
Structure (SMILES): S/C=C1/C=CN=N1
LUMO energy in eV: -1.09
HOMO energy in eV: -9.060
Molar mass in g/mol: 112.2

ORCA calculation (wB97M-V/def2-TZVPD) on the molecule C4H4N4O.

Each line ends with the natural charge from an NBO analysis.
Cartesian coordinates (Å):
C1 1.59721 -0.77963 -0.07749  -0.56
C2 1.55021 0.61178 -0.40186  0.20
C3 0.61168 -1.52185 0.38899  0.56
C4 -0.72982 1.12388 -0.17437  0.42
N1 0.54818 1.39515 -0.50330  -0.48
N2 -1.69207 1.87113 -0.79616  0.13
N3 -1.09082 0.57766 0.93765  -0.65
N4 -0.11513 -2.24091 1.01006  -0.58
O1 -2.74150 1.49338 -1.27884  -0.25
H1 2.53687 -1.28292 -0.25284  0.26
H2 2.50298 1.06023 -0.66377  0.19
H3 -2.08724 0.49482 1.10197  0.35
H4 -0.89055 -2.80272 0.70996  0.41

Force components x, y, z for each atom (eV/Å):
0.624 0.204 -0.316
-0.539 -0.015 -0.100
-0.590 -0.818 0.734
-0.431 -2.420 2.625
0.461 0.991 -0.758
-2.425 2.901 -2.360
0.952 -0.310 -0.213
0.332 0.150 0.110
1.789 -0.708 0.931
0.000 -0.166 0.004
0.121 -0.035 0.041
-0.212 0.274 -0.359
-0.081 -0.048 -0.341

Results
Spin multiplicity: 1
Total energy in a.u.: -448.90942
HOMO-LUMO gap (alpha / beta) in eV: 8.3 / 8.3
Relative energy (zero: lowest compared OMol25 entry of this formula, charge and spin) in kJ/mol: 488.5
Structure (SMILES): [H]/N=C(N=O)/N=C\C=C=N
LUMO energy (alpha / beta) in eV: -0.71 / -0.71
HOMO energy (alpha / beta) in eV: -8.990 / -8.990
Molar mass in g/mol: 124.1